Molecular formula: C30H50BGe2N8RuS2
Method: DFT, wB97M-V/def2-TZVPD

Properties
HOMO (alpha / beta)	-13.01 / -13.00	eV
relative energy (zero: lowest compared OMol25 entry of this formula, charge and spin)	22.6	kcal per mole
lowest unoccupied orbital energy (alpha / beta)	-0.303 / -0.304	hartree
multiplicity	2
charge	+2

Element x y z (Å)
Ru (0.4952, 0.4352, 0.1589)
C (3.2123, 3.4307, -0.3789)
N (3.3382, 2.9119, 0.9786)
C (3.6920, 3.6288, 2.0852)
C (3.7756, 2.7448, 3.1189)
N (3.4767, 1.4998, 2.6488)
B (3.8333, 0.2051, 3.4605)
N (2.7474, -0.9443, 3.4800)
C (3.1545, -2.1107, 4.0840)
C (2.0757, -2.9105, 4.2531)
N (1.0024, -2.2365, 3.7364)
C (-0.3842, -2.6725, 3.8356)
C (1.4367, -1.0440, 3.2574)
S (0.3467, 0.0844, 2.5221)
C (3.2036, 1.6142, 1.3476)
S (2.8174, 0.3320, 0.2665)
H (3.0001, 4.4963, -0.3399)
H (2.4115, 2.9090, -0.8979)
H (4.1377, 3.2760, -0.9315)
H (3.8574, 4.6926, 2.0617)
H (4.0472, 2.9112, 4.1468)
H (3.9830, 0.5412, 4.6006)
H (4.8144, -0.2669, 2.9559)
H (4.1816, -2.2584, 4.3691)
H (1.9918, -3.8904, 4.6900)
H (-0.4102, -3.7569, 3.8960)
H (-0.9421, -2.3349, 2.9670)
H (-0.8392, -2.2578, 4.7342)
C (2.4948, -0.6714, -4.2532)
C (2.3215, -0.3564, -2.7732)
Ge (0.4427, 0.2705, -2.3417)
C (0.0991, 1.8194, -3.5721)
C (-0.3260, 1.3458, -4.9646)
C (-0.6620, -1.1841, -2.9889)
C (-1.2549, -2.0207, -2.1324)
Ge (-0.9269, -1.5578, -0.2302)
C (0.5285, -2.8446, 0.2941)
C (0.0786, -4.2616, 0.6688)
C (-2.5624, -1.3019, 0.9034)
C (-3.3844, -2.5275, 1.3136)
C (-1.9986, -3.2376, -2.5242)
C (-2.1891, -3.5989, -3.8603)
C (-2.9023, -4.7373, -4.1910)
C (-3.4475, -5.5412, -3.1973)
C (-3.2528, -5.2107, -1.8671)
C (-2.5288, -4.0742, -1.5428)
H (3.4861, -1.1028, -4.4062)
H (2.4321, 0.2263, -4.8661)
H (1.7640, -1.3989, -4.6075)
H (3.0065, 0.4266, -2.4514)
H (2.5035, -1.2379, -2.1535)
H (1.0209, 2.4051, -3.6222)
H (-0.6794, 2.4619, -3.1684)
H (0.3766, 0.6395, -5.4026)
H (-0.3791, 2.2092, -5.6294)
H (-1.3124, 0.8840, -4.9373)
H (-0.7444, -1.3314, -4.0622)
H (1.1275, -2.4045, 1.0919)
H (1.1791, -2.8881, -0.5826)
H (-0.6974, -4.2720, 1.4340)
H (0.9376, -4.8116, 1.0567)
H (-0.2898, -4.7976, -0.2028)
H (-3.1945, -0.6233, 0.3261)
H (-2.2253, -0.7591, 1.7853)
H (-3.9583, -2.9228, 0.4800)
H (-4.0915, -2.2148, 2.0831)
H (-2.7758, -3.3317, 1.7287)
H (-1.7881, -2.9874, -4.6579)
H (-3.0451, -4.9979, -5.2312)
H (-4.0212, -6.4190, -3.4619)
H (-3.6683, -5.8347, -1.0861)
H (-2.3680, -3.8179, -0.5044)
C (-1.8731, 2.0661, 1.3104)
N (-2.6850, 3.2453, 1.4567)
C (-2.9805, 3.8106, 0.1369)
N (-1.7359, 4.1787, -0.5472)
C (-0.9234, 3.0022, -0.7038)
N (-0.5694, 2.3827, 0.6229)
C (0.1255, 3.4253, 1.4443)
N (-0.6949, 4.6023, 1.5888)
C (-1.9607, 4.2474, 2.2467)
C (-1.0045, 5.1563, 0.2648)
H (-2.4080, 1.3304, 0.7093)
H (-1.6579, 1.6497, 2.2943)
H (-3.6087, 4.6920, 0.2511)
H (-3.5131, 3.0723, -0.4647)
H (-0.0008, 3.2662, -1.2218)
H (-1.4735, 2.2614, -1.2816)
H (1.0550, 3.6975, 0.9497)
H (0.3466, 3.0051, 2.4266)
H (-2.5754, 5.1411, 2.3361)
H (-1.7589, 3.8554, 3.2444)
H (-0.0762, 5.4199, -0.2459)
H (-1.6091, 6.0536, 0.3826)

Forces on atoms 1 to 6 (eV/Å):
0.7578 1.5941 2.8125
0.1083 0.0355 -0.1207
0.0065 -0.1926 0.0451
0.0214 0.1211 0.0042
-0.0256 0.0067 0.0975
-0.0709 0.1309 -0.1197